No. 1
A 2-piece molecular cluster, C5H3Br3 overall at a distorted geometry, computed with wB97M-V/def2-TZVPD.

CARTESIAN COORDINATES (ANGSTROEM)
C (0.695, -0.434, 0.475)
C (1.217, 0.909, 0.008)
C (-1.906, -0.271, 0.605)
C (-1.939, 0.019, -0.535)
C (0.826, 0.119, -0.939)
Br (1.651, -1.770, 1.411)
Br (1.787, 2.495, 0.663)
Br (1.415, -0.147, -2.694)
H (-2.111, -0.563, 1.644)
H (-0.236, -0.606, 0.718)
H (-1.400, 0.250, -1.356)

Values from the calculation:
LUMO level = 0.0 eV
max |F| = 0.1061 hartree/bohr
SMILES = BrC1=C(Br)C1Br.C#C
net charge = 0
relative energy (zero: lowest compared OMol25 entry of this formula, charge and spin) = 40.25 kcal/mol

No. 2
A 2-piece molecular cluster, C5H3Cl overall at a distorted geometry, computed with wB97M-V/def2-TZVPD.

CARTESIAN COORDINATES (ANGSTROEM)
C (-2.348, 1.561, 0.140)
C (-3.139, 0.667, -0.003)
C (0.203, -0.100, 0.155)
C (0.616, -0.928, -0.849)
C (1.351, 0.303, -0.670)
Cl (-4.319, -0.480, 0.023)
H (-0.691, 0.061, 0.729)
H (0.470, -1.848, -1.364)
H (-1.579, 2.171, 0.193)

Values from the calculation:
LUMO level = 0.5 eV
max |F| = 0.0893 hartree/bohr
SMILES = C1=CC=1.C#CCl
net charge = 0
relative energy (zero: lowest compared OMol25 entry of this formula, charge and spin) = 80.13 kcal/mol

No. 3
One molecule with the formula C5H3Cl3N2 at a distorted geometry, computed with wB97M-V/def2-TZVPD.

CARTESIAN COORDINATES (ANGSTROEM)
C (-0.666, -0.847, -0.401)
C (-0.517, -0.587, 0.986)
C (-1.187, 1.259, -0.100)
C (-1.618, 2.583, -0.248)
C (-0.988, 3.234, -3.080)
N (-1.149, 0.291, -0.965)
N (-0.778, 0.721, 1.142)
Cl (-0.651, 3.860, 0.411)
Cl (-2.377, 3.132, -1.789)
Cl (-0.651, 1.721, -3.723)
H (-0.702, -1.578, -1.201)
H (-0.332, -1.150, 1.862)
H (-0.701, 1.194, 2.007)

Values from the calculation:
LUMO level (spin up / spin down) = -1.7 / -0.1 eV
max |F| = 0.0516 hartree/bohr
net charge = 0
relative energy (zero: lowest compared OMol25 entry of this formula, charge and spin) = 149.41 kcal/mol

No. 4
One molecule with the formula C5H3F at a distorted geometry, computed with wB97M-V/def2-TZVPD.

CARTESIAN COORDINATES (ANGSTROEM)
C (-0.171, -1.242, 0.238)
C (0.601, -1.002, -0.926)
C (0.118, 1.013, 0.542)
C (-0.995, -0.020, 0.283)
C (0.022, 0.287, -0.770)
F (1.644, -1.520, -1.448)
H (-0.084, 2.083, 0.596)
H (0.854, 0.428, 1.182)
H (-1.989, -0.025, 0.302)

Values from the calculation:
LUMO level = -0.3 eV
max |F| = 0.0907 hartree/bohr
SMILES = FC1=C2[C@H]3C[C@@]123
net charge = 0
relative energy (zero: lowest compared OMol25 entry of this formula, charge and spin) = 83.12 kcal/mol